# 1
Entry from OMol25: one molecule with the formula C18H24N4O4S at a distorted geometry (wB97M-V/def2-TZVPD).

Summary:
* gap between HOMO and LUMO: 0.31117 hartree
* lowest unoccupied orbital energy: 0.6 eV
* total charge: 0
* SMILES string: CCOC(=O)CCCCC(=O)c1[nH]c(=O)[nH]c1CSc1nc(C)cc(C)n1
* HOMO level: -7.8 eV
* multiplicity: 1
* ΔE to the lowest compared entry with this formula, charge and spin: 74.3 kJ/mol

CARTESIAN COORDINATES (ANGSTROEM)
C: 1.99187 2.92458 4.41808
C: 2.54488 2.04241 5.52841
H: 3.43680 1.51092 5.18131
H: 2.78381 2.63311 6.41486
O: 1.57959 1.08576 5.97131
C: 1.47831 -0.05202 5.28277
O: 2.16767 -0.32288 4.33125
C: 0.40053 -0.93828 5.86516
H: 0.57635 -0.99326 6.94053
H: 0.49335 -1.93575 5.43518
C: -1.01035 -0.37813 5.61893
H: -1.68596 -0.80749 6.36076
H: -0.99242 0.70248 5.77498
C: -1.55822 -0.69671 4.22844
H: -2.54432 -0.24120 4.11814
H: -1.68538 -1.77536 4.12006
C: -0.65130 -0.18911 3.11382
C: -1.30224 -0.21970 1.74795
O: -2.47462 -0.49047 1.56854
C: -0.41201 0.14094 0.65769
C: -0.71320 0.30808 -0.67095
N: 0.41671 0.73297 -1.30409
C: 1.47381 0.82228 -0.41797
O: 2.60798 1.15612 -0.66480
N: 0.93447 0.47651 0.79565
H: 1.48427 0.37293 1.63245
H: 0.43642 0.84160 -2.31760
C: -1.97665 0.10167 -1.40166
H: -2.79011 -0.06764 -0.69795
H: -2.19053 0.93477 -2.06970
S: -1.95059 -1.41435 -2.45504
C: -1.06271 -0.89770 -3.86944
N: -1.09750 -1.75728 -4.87600
C: -0.44437 -1.43148 -5.98026
C: 0.25306 -0.22470 -6.07214
C: 0.24610 0.60590 -4.96255
N: -0.42359 0.26324 -3.85991
C: 0.99152 1.89813 -4.90714
H: 0.36635 2.67398 -4.46996
H: 1.87059 1.78468 -4.27179
H: 1.31317 2.20258 -5.89882
H: 0.78659 0.04336 -6.96923
C: -0.48772 -2.40439 -7.10960
H: -0.91667 -1.93384 -7.99264
H: 0.52034 -2.73201 -7.35802
H: -1.08866 -3.26290 -6.82626
H: -0.36773 0.84966 3.31191
H: 0.26086 -0.78513 3.07102
H: 1.80826 2.33544 3.52283
H: 2.71337 3.69996 4.17828
H: 1.06194 3.39155 4.73486

---

# 2
Entry from OMol25: C32H36AsF6InN2O7P2S3Se as an isolated structure (wB97M-V/def2-TZVPD).

Summary:
* gap between HOMO and LUMO (spin up / spin down): 0.34899 / 0.25012 hartree
* lowest unoccupied orbital energy (spin up / spin down): -2.0 / -4.6 eV
* total charge: +1
* HOMO level (spin up / spin down): -11.5 / -11.5 eV
* multiplicity: 2
* ΔE to the lowest compared entry with this formula, charge and spin: 10.1 kJ/mol

CARTESIAN COORDINATES (ANGSTROEM)
In: 0.65848 -0.30948 0.40342
O: 4.49765 -2.43651 -0.58325
S: 3.41025 -1.54902 -0.95496
O: 2.54250 -2.04580 -1.99550
O: 2.65230 -1.14168 0.26722
C: 4.23086 -0.04711 -1.50392
C: 5.57885 -0.18960 -1.79488
C: 6.36198 0.91299 -2.11366
C: 5.80779 2.17654 -2.12314
C: 4.45586 2.33476 -1.85196
C: 3.66575 1.23658 -1.55501
S: 1.95896 1.59794 -1.24584
O: 1.19395 0.43453 -1.75967
O: 1.64404 2.85557 -1.84830
O: 1.80095 1.55874 0.24283
H: 6.01723 -1.17481 -1.75217
H: 7.40992 0.77462 -2.34117
H: 6.41805 3.04175 -2.34191
H: 3.99525 3.31166 -1.88595
F: 0.68478 -2.17362 2.22401
P: 0.41444 -1.09824 3.46795
F: -0.79048 -0.48865 2.49995
F: 1.41909 -0.04604 2.61312
F: -0.60626 -2.10822 4.13242
F: 0.15471 0.02253 4.53960
F: 1.66277 -1.68184 4.23592
O: -0.99681 1.03994 0.12979
P: -1.91172 2.11932 0.69514
C: -1.08841 3.32196 1.72505
C: -1.56859 4.63211 1.77857
C: -0.96959 5.55302 2.62291
C: 0.11090 5.17213 3.40666
C: 0.58724 3.87007 3.35890
C: -0.01402 2.94234 2.52487
C: -3.24785 1.37671 1.62381
C: -3.96762 2.10080 2.57187
C: -5.00745 1.49409 3.25790
C: -5.32623 0.16709 3.00224
C: -4.60846 -0.55670 2.06110
C: -3.56949 0.04536 1.36866
C: -2.61741 3.00738 -0.68876
C: -1.75164 3.74813 -1.49764
C: -2.24257 4.37985 -2.62675
C: -3.59112 4.27581 -2.95115
C: -4.45173 3.54082 -2.15023
C: -3.96662 2.90431 -1.01476
H: -2.39860 4.93693 1.15339
H: -1.34243 6.56713 2.66555
H: 0.58595 5.89581 4.05555
H: 1.42576 3.57193 3.97329
H: 0.35781 1.93014 2.50761
H: -3.71027 3.13040 2.78667
H: -5.56354 2.05357 3.99752
H: -6.13125 -0.30716 3.54768
H: -4.85230 -1.59370 1.87248
H: -2.98901 -0.52055 0.65043
H: -0.69607 3.81282 -1.25631
H: -1.57483 4.95456 -3.25425
H: -3.97183 4.77639 -3.83173
H: -5.50034 3.46608 -2.40414
H: -4.63680 2.33481 -0.38346
C: 1.37411 -5.02871 3.15224
N: 1.48454 -5.23681 1.71101
C: 0.53652 -5.84780 0.93475
C: 1.05000 -5.95257 -0.31479
N: 2.31579 -5.42994 -0.28000
C: 3.23349 -5.37592 -1.41808
C: 2.57290 -4.98023 0.96236
Se: 4.14236 -4.16668 1.54241
H: 1.57163 -5.96528 3.66966
H: 0.37516 -4.67076 3.37819
H: 2.09750 -4.27572 3.44989
H: -0.41275 -6.15503 1.33341
H: 0.62949 -6.36606 -1.21248
H: 2.94005 -6.15384 -2.11754
H: 4.24328 -5.55633 -1.05815
H: 3.18695 -4.39766 -1.88492
C: -2.44101 -2.49511 -3.21544
As: -1.01379 -1.36381 -2.59141
C: -1.72889 0.39201 -2.85991
C: 0.39168 -1.64786 -3.85641
S: -0.74947 -2.09883 -0.58690
H: -2.62261 -2.32099 -4.27520
H: -3.33737 -2.25848 -2.64364
H: -2.17762 -3.53769 -3.04741
H: -1.99082 0.43271 -3.91830
H: -0.99973 1.15388 -2.60672
H: -2.61791 0.50543 -2.24331
H: -0.08000 -1.57803 -4.83687
H: 0.81688 -2.63434 -3.69340
H: 1.16690 -0.90085 -3.72665

---

# 3
Entry from OMol25: one molecule with the formula C14H17N5O2S3 at a distorted geometry (wB97M-V/def2-TZVPD).

Summary:
* gap between HOMO and LUMO: 0.28776 hartree
* lowest unoccupied orbital energy: 0.3 eV
* total charge: 0
* SMILES string: CCc1nnc(NC(=O)CSc2nc3c(c(=O)n2C)S[C@H](C)C3)s1
* HOMO level: -7.6 eV
* multiplicity: 1

CARTESIAN COORDINATES (ANGSTROEM)
C: 6.05976 3.44768 0.21851
H: 7.03018 3.84052 0.50897
H: 5.44438 3.34741 1.10933
H: 5.58499 4.15836 -0.45500
C: 6.22959 2.09117 -0.46588
C: 4.92328 1.51828 -0.86203
N: 4.43330 0.42288 -0.42218
N: 3.24205 0.10287 -0.90535
C: 2.77441 0.96316 -1.74352
N: 1.58121 0.89905 -2.39748
C: 0.56715 -0.03734 -2.29394
O: -0.40386 0.06962 -2.99845
C: 0.75732 -1.11918 -1.26823
H: 1.73400 -1.59042 -1.35408
H: -0.06752 -1.82788 -1.33079
S: 0.70920 -0.38289 0.39640
C: -1.01965 -0.47594 0.71292
N: -1.77398 -1.09529 -0.13951
C: -3.09196 -1.13351 0.12035
C: -3.63874 -0.56751 1.23742
C: -2.83034 0.11276 2.20946
O: -3.19513 0.64843 3.23388
N: -1.45851 0.11014 1.85115
C: -0.53009 0.75544 2.75069
H: -1.11078 1.13265 3.59239
H: 0.21703 0.04168 3.09983
H: -0.02525 1.58043 2.24643
S: -5.37024 -0.74386 1.35201
C: -5.37210 -1.97380 -0.04061
C: -5.47886 -3.37415 0.54200
H: -6.37026 -3.46067 1.15840
H: -4.60955 -3.59132 1.15945
H: -5.53463 -4.11104 -0.25740
H: -6.25062 -1.74816 -0.64540
C: -4.07048 -1.76463 -0.81805
H: -3.68595 -2.70887 -1.20458
H: -4.21436 -1.09117 -1.66751
H: 1.39384 1.63675 -3.06714
S: 3.85688 2.32915 -2.01652
H: 6.70962 1.38150 0.20913
H: 6.85467 2.20769 -1.35509

---

# 4
Entry from OMol25: C22H30N3O5PW as an isolated structure (wB97M-V/def2-TZVPD).

Summary:
* gap between HOMO and LUMO (spin up / spin down): 0.27597 / 0.25574 hartree
* lowest unoccupied orbital energy (spin up / spin down): -7.0 / -7.9 eV
* total charge: +2
* HOMO level (spin up / spin down): -14.5 / -14.8 eV
* multiplicity: 3
* ΔE to the lowest compared entry with this formula, charge and spin: 101.5 kJ/mol

CARTESIAN COORDINATES (ANGSTROEM)
W: 0.20707 0.90167 0.91116
C: 1.33154 -0.35715 4.91786
C: 0.63944 0.32456 3.80181
N: 1.09576 0.46801 2.61137
N: 2.07691 -0.09516 1.83040
C: 2.71691 0.93747 1.12475
O: 2.00181 1.98135 0.90200
C: 4.03040 0.74485 0.59818
C: 4.57875 1.73389 -0.23407
C: 5.85653 1.57257 -0.72341
C: 6.58229 0.43050 -0.39208
C: 6.04107 -0.55468 0.42852
C: 4.76563 -0.40312 0.93030
C: -0.68672 0.96712 3.83792
C: -1.46393 1.11443 4.96410
C: -2.69830 1.74625 4.85219
C: -3.11607 2.19773 3.61286
C: -2.29631 2.00461 2.51320
N: -1.10161 1.41160 2.61225
H: 2.16967 -0.93907 4.54147
H: 0.64355 -1.01060 5.45379
H: 1.71062 0.38476 5.62544
H: 3.99343 2.61025 -0.47619
H: 6.29462 2.32747 -1.36082
H: 7.58554 0.30738 -0.77855
H: 6.62128 -1.43280 0.67444
H: 4.32790 -1.15473 1.57222
H: -1.11221 0.74497 5.91755
H: -3.32304 1.87994 5.72472
H: -4.06730 2.69423 3.48771
H: -2.59556 2.32224 1.52375
C: -1.24554 -4.09478 -0.30540
C: -1.60340 -3.05041 -1.33721
C: -1.03694 -3.35992 -2.70553
C: -3.08537 -2.74004 -1.36276
O: -0.88151 -1.80786 -0.84066
P: -0.85269 -0.32593 -1.18356
O: -1.51590 0.48469 0.02884
O: 0.58950 0.21482 -0.98344
O: -1.50759 -0.09490 -2.53828
C: -1.81855 1.18628 -3.30565
C: -1.59205 0.79538 -4.74898
C: -3.26988 1.48565 -2.99677
C: -0.88923 2.30008 -2.86741
H: -1.69507 -5.04349 -0.59759
H: -1.62892 -3.82039 0.67708
H: -0.16602 -4.22858 -0.24898
H: -1.49426 -4.27515 -3.08096
H: 0.04073 -3.51123 -2.65286
H: -1.25505 -2.55783 -3.41039
H: -3.63263 -3.64016 -1.64123
H: -3.31442 -1.96685 -2.09569
H: -3.43115 -2.42443 -0.37775
H: -2.23228 -0.04094 -5.02664
H: -0.55151 0.52004 -4.91819
H: -1.83478 1.64132 -5.39148
H: -3.90620 0.64764 -3.27809
H: -3.58325 2.36030 -3.56619
H: -3.40772 1.69684 -1.93540
H: 0.15634 2.03726 -3.02285
H: -1.05084 2.57178 -1.82194
H: -1.11351 3.18028 -3.46890

---

# 5
Entry from OMol25: one molecule with the formula C7H12 (wB97M-V/def2-TZVPD).

Summary:
* gap between HOMO and LUMO: 0.37618 hartree
* lowest unoccupied orbital energy: 1.1 eV
* total charge: 0
* SMILES string: CC#CCCCC
* HOMO level: -9.2 eV
* multiplicity: 1
* ΔE to the lowest compared entry with this formula, charge and spin: 169.9 kJ/mol

CARTESIAN COORDINATES (ANGSTROEM)
C: -3.18182 0.37725 -0.21412
C: -1.91230 -0.28400 -0.74463
C: -0.65038 0.51297 -0.42935
C: 0.62641 -0.15504 -0.97526
C: 1.84930 0.24448 -0.28072
C: 2.71694 0.18860 0.55298
C: 3.55705 -0.29848 1.64328
H: -3.12664 0.51757 0.87118
H: -3.33759 1.36301 -0.66634
H: -4.06793 -0.22920 -0.42609
H: -1.80959 -1.28600 -0.30911
H: -1.99327 -0.42509 -1.82998
H: -0.55969 0.63921 0.65686
H: -0.74503 1.52773 -0.84255
H: 0.70714 -1.23021 -0.74112
H: 0.66408 -0.10398 -2.06774
H: 3.20524 0.09637 2.60012
H: 4.61611 -0.06469 1.52781
H: 3.44196 -1.39051 1.67480

---

# 6
Entry from OMol25: C4H6N4 as an isolated structure at a distorted geometry (wB97M-V/def2-TZVPD).

Summary:
* gap between HOMO and LUMO: 0.37249 hartree
* lowest unoccupied orbital energy: 0.8 eV
* total charge: 0
* HOMO level: -9.3 eV
* multiplicity: 1
* ΔE to the lowest compared entry with this formula, charge and spin: 670.7 kJ/mol

CARTESIAN COORDINATES (ANGSTROEM)
C: 0.61624 -0.32892 -1.13174
C: -0.80283 -0.58078 -0.70677
C: -0.55666 -0.27368 0.57120
C: 0.68018 -0.16168 0.42878
H: 0.35366 1.57551 -1.07351
H: 1.69024 1.32279 -1.87951
H: 1.17334 -1.17587 -1.16291
H: -1.06586 -1.49861 -0.87925
H: -1.55758 0.09772 -1.03949
H: -1.63377 -0.24789 2.69233
N: 0.73698 0.85774 -1.89900
N: -0.95174 0.04215 1.87908
N: 0.17275 0.30118 2.48802
N: 1.14503 0.07033 1.71277

---

# 7
Entry from OMol25: one molecule with the formula C2H5BrCl2Si at a distorted geometry (wB97M-V/def2-TZVPD).

Summary:
* gap between HOMO and LUMO: 0.41180 hartree
* lowest unoccupied orbital energy: 0.4 eV
* total charge: 0
* SMILES string: CC[Si](Cl)(Cl)Br
* HOMO level: -10.8 eV
* multiplicity: 1
* ΔE to the lowest compared entry with this formula, charge and spin: 29.8 kJ/mol

CARTESIAN COORDINATES (ANGSTROEM)
C: -0.69901 -1.03516 -0.80775
C: 0.29121 -0.65301 0.30578
Si: 0.33341 1.16415 0.65629
Cl: -1.26183 2.47058 0.01977
Cl: 0.83900 1.63325 2.63023
Br: 1.96820 1.59705 -0.70976
H: -0.72053 -0.14486 -1.49029
H: -0.47676 -1.74197 -1.55953
H: -1.65600 -1.22179 -0.34267
H: 1.37260 -0.79312 0.12534
H: 0.00971 -1.27513 1.17259

---

# 8
Entry from OMol25: one molecule with the formula C9H17NS at a distorted geometry (wB97M-V/def2-TZVPD).

Summary:
* gap between HOMO and LUMO (spin up / spin down): 0.24322 / 0.29577 hartree
* lowest unoccupied orbital energy (spin up / spin down): -0.4 / 0.4 eV
* total charge: 0
* HOMO level (spin up / spin down): -7.1 / -7.7 eV
* multiplicity: 1
* ΔE to the lowest compared entry with this formula, charge and spin: 520.3 kJ/mol

CARTESIAN COORDINATES (ANGSTROEM)
C: 1.19401 -0.41064 -0.48442
C: 0.04538 0.03865 -0.61813
C: 1.92347 -1.07180 0.79862
C: 1.44502 -2.52635 0.81041
C: -2.29199 -0.13012 -0.23669
C: -1.46347 0.72389 -2.38383
C: -1.09259 2.11050 -0.27229
C: 2.53215 0.89412 2.26195
C: -1.18118 0.68323 -0.87524
N: 1.68980 -0.26551 2.01125
S: 0.16418 -0.32170 2.56429
H: 2.05478 -0.14998 -1.09716
H: 3.03837 -1.10019 0.60696
H: 1.29332 -2.81416 -0.13315
H: 0.53867 -2.41098 1.47096
H: 2.08618 -3.25144 1.48829
H: -2.27008 0.07847 0.83853
H: -3.25918 0.48549 -0.50817
H: -2.18711 -1.15743 -0.55727
H: -0.49297 0.48412 -2.99644
H: -2.03860 1.61733 -2.68850
H: -2.12821 0.02546 -2.73664
H: -2.07017 2.36227 -0.01203
H: -0.76892 2.86903 -1.00492
H: -0.45679 2.11955 0.63329
H: 3.48803 0.63816 1.69077
H: 2.04436 1.83814 1.78752
H: 2.64699 1.04736 3.34971

---

# 9
Entry from OMol25: an isolated ion of composition C2H7N4 and charge +1 at a distorted geometry (wB97M-V/def2-TZVPD).

Summary:
* gap between HOMO and LUMO: 0.37501 hartree
* lowest unoccupied orbital energy: -4.0 eV
* total charge: +1
* SMILES string: [NH3+][C@H]1CN=NN1
* HOMO level: -14.2 eV
* multiplicity: 1
* ΔE to the lowest compared entry with this formula, charge and spin: 435.0 kJ/mol

CARTESIAN COORDINATES (ANGSTROEM)
C: -0.47910 1.09634 0.08880
C: 0.29288 -0.14855 0.46511
N: -1.79319 0.65240 -0.36426
N: -1.93921 -0.52262 -0.16704
N: -0.85940 -1.22474 0.23145
N: 1.37755 -0.29088 -0.59206
H: -0.79722 1.90799 0.89801
H: 0.13440 1.69834 -0.78826
H: 0.53156 -0.13620 1.55998
H: -1.16637 -1.97112 0.81515
H: 0.77174 -0.34352 -1.37032
H: 1.85100 -1.12757 -0.42524
H: 2.07536 0.41013 -0.35133

---

# 10
Entry from OMol25: C6H11FO as an isolated structure at a distorted geometry (wB97M-V/def2-TZVPD).

Summary:
* gap between HOMO and LUMO: 0.38970 hartree
* lowest unoccupied orbital energy: 0.9 eV
* total charge: 0
* HOMO level: -9.7 eV
* multiplicity: 1
* ΔE to the lowest compared entry with this formula, charge and spin: 523.7 kJ/mol

CARTESIAN COORDINATES (ANGSTROEM)
C: 2.06702 -0.47490 -0.58966
C: 0.80743 -1.00232 0.01727
C: -0.33767 0.72965 1.33988
C: -0.72810 0.97552 -0.10180
C: -0.55805 -0.49501 -0.68539
C: -1.89065 -1.24254 -0.27664
H: 2.38542 0.70443 0.05052
H: 1.75732 -0.30955 -1.82466
H: 3.06579 -1.60845 -0.59528
H: 0.85613 -2.16039 0.38799
H: -1.10102 0.70931 2.00739
H: 0.30307 1.51045 1.81886
H: -1.71993 1.34156 -0.28379
H: -0.75120 -0.21324 -1.81473
H: -1.93560 -2.21783 -1.01074
H: -2.09656 -1.43372 0.80878
H: -2.60100 -0.76480 -1.01831
O: 0.60224 -0.42677 1.29082
F: 0.09553 1.87934 -0.78606